1.
C5H11N3 | ωB97M-V with the def2-TZVPD basis set

HOMO-LUMO gap (alpha / beta)   6.6 / 9.1 eV
Energy above the lowest of the compared OMol25 structures with the same formula, charge and spin   657.76 kJ/mol
Multiplicity   1
LUMO energy (alpha / beta)   -0.89 / 0.11 eV
Energy   -361.1389 a.u.
M   113.2 g/mol

CARTESIAN COORDINATES (ANGSTROEM)
1 C 0.18288 1.90549 -0.14416
2 C 0.50130 0.67382 -0.93854
3 C 0.76725 -0.59335 -0.15371
4 C 0.63417 0.68906 -2.26417
5 N 1.29514 -1.63785 -0.82737
6 H 1.34601 -2.44162 -0.19476
7 H 1.26608 -0.33205 0.81928
8 H -0.33866 2.65055 -0.74784
9 H 1.08408 2.36136 0.27525
10 H -0.46669 1.72741 0.71644
11 H 0.89321 -0.20469 -2.81888
12 H 0.55378 1.61158 -2.82809
13 N -0.14632 -0.36171 2.55435
14 C -1.74173 -1.15177 0.16907
15 N -0.64081 -1.16120 0.79939
16 H -1.05897 -0.42197 3.01341
17 H 0.37173 -1.20410 2.82098
18 H -2.68069 -0.90367 0.66938
19 H -1.82177 -1.20530 -0.92002

2.
C18H29NO5 | ωB97M-V with the def2-TZVPD basis set

HOMO-LUMO gap   9.7 eV
Energy above the lowest of the compared OMol25 structures with the same formula, charge and spin   45.67 kJ/mol
SMILES string   CCO[C@H]1OC(C(=O)N2CCOCC2)=C[C@@H](C2CC2)[C@@H]1CCCO
Multiplicity   1
LUMO energy   0.73 eV
Energy   -1134.1846 a.u.
M   339.4 g/mol

CARTESIAN COORDINATES (ANGSTROEM)
1 C -1.41504 -3.56541 -1.30232
2 C -0.84072 -2.26296 -1.83236
3 O 0.14770 -1.80670 -0.92322
4 C 0.65041 -0.53668 -1.19849
5 O -0.27177 0.46890 -0.83166
6 C -0.24271 0.85789 0.48731
7 C -1.32152 1.84876 0.83317
8 O -1.04316 2.98636 1.16473
9 N -2.58925 1.39088 0.78842
10 C -3.00712 0.06427 0.40301
11 C -3.81943 0.16629 -0.89417
12 O -4.92013 1.02998 -0.73162
13 C -4.50512 2.32705 -0.36040
14 C -3.70496 2.30176 0.94601
15 C 0.68087 0.49719 1.37116
16 C 1.82448 -0.40444 1.01851
17 C 1.65352 -1.81863 1.56018
18 C 0.33616 -2.33928 2.04454
19 C 1.42782 -2.04253 3.02573
20 C 2.01077 -0.37390 -0.50780
21 C 2.67040 0.93533 -0.96068
22 C 4.18127 0.94365 -0.73137
23 C 4.81177 2.29059 -1.10002
24 O 4.53744 3.30614 -0.16833
25 H -1.87986 -3.40129 -0.33412
26 H -2.15674 -3.95127 -1.99579
27 H -0.61976 -4.29550 -1.18405
28 H -1.63191 -1.50942 -1.94146
29 H -0.37805 -2.41817 -2.81935
30 H 0.76311 -0.40781 -2.29030
31 H -2.14729 -0.58841 0.27046
32 H -3.64763 -0.34178 1.19602
33 H -4.23213 -0.80463 -1.17413
34 H -3.16421 0.53659 -1.69817
35 H -5.41578 2.91661 -0.24700
36 H -3.88339 2.76324 -1.15683
37 H -3.30798 3.28954 1.18202
38 H -4.34177 1.95061 1.76503
39 H 0.61130 0.87680 2.37706
40 H 2.73314 0.00560 1.47737
41 H 2.29756 -2.53176 1.06009
42 H 0.08860 -3.36883 1.83846
43 H -0.51272 -1.67364 2.02013
44 H 1.31660 -1.17840 3.66241
45 H 1.93297 -2.86815 3.50409
46 H 2.62553 -1.22125 -0.82492
47 H 2.19980 1.76301 -0.42427
48 H 2.47983 1.08424 -2.02726
49 H 4.41004 0.73768 0.31532
50 H 4.64318 0.16322 -1.33867
51 H 4.48251 2.58983 -2.10655
52 H 5.90058 2.19902 -1.10797
53 H 3.58279 3.41976 -0.09798

3.
C3H3ClS | ωB97M-V with the def2-TZVPD basis set

HOMO-LUMO gap   7.9 eV
Energy above the lowest of the compared OMol25 structures with the same formula, charge and spin   28.84 kJ/mol
SMILES string   S=C/C=C\Cl
Multiplicity   1
LUMO energy   -1.07 eV
Energy   -974.4327 a.u.
M   106.6 g/mol

CARTESIAN COORDINATES (ANGSTROEM)
1 S 2.63806 -0.72715 -0.13146
2 C 0.99493 -0.66440 0.12383
3 C 0.21433 0.57083 0.01288
4 C -1.12868 0.45185 -0.10498
5 Cl -2.20512 -0.97629 -0.09538
6 H 0.42255 -1.58339 0.37154
7 H 0.78707 1.57452 -0.09754
8 H -1.72313 1.35402 -0.07890

4.
C4H12O2 | ωB97M-V with the def2-TZVPD basis set

HOMO-LUMO gap   11.0 eV
Energy above the lowest of the compared OMol25 structures with the same formula, charge and spin   93.52 kJ/mol
SMILES string   CCO.CCO
Multiplicity   1
LUMO energy   0.87 eV
Energy   -310.0373 a.u.
M   92.1 g/mol

CARTESIAN COORDINATES (ANGSTROEM)
1 C 3.09038 -2.65071 -2.81459
2 C 2.53197 -1.40232 -2.16695
3 O 1.17805 -1.59053 -1.80242
4 H 2.86614 -3.52805 -2.21184
5 H 4.10173 -2.52384 -3.19513
6 H 2.55056 -2.89073 -3.73674
7 H 3.13684 -1.08841 -1.31291
8 H 2.50190 -0.59581 -2.89949
9 H 1.02444 -2.08822 -1.00260
10 C -2.33957 2.30390 3.21106
11 C -2.30276 1.74152 1.80622
12 O -3.61530 1.42785 1.33982
13 H -2.88408 3.21945 3.20045
14 H -1.31068 2.36824 3.56308
15 H -2.82215 1.54519 3.82775
16 H -1.94921 2.59428 1.21554
17 H -1.63904 0.91488 1.58956
18 H -4.11921 2.24332 1.38919

5.
C2H2N2O3 | ωB97M-V with the def2-TZVPD basis set

HOMO-LUMO gap   10.0 eV
Energy above the lowest of the compared OMol25 structures with the same formula, charge and spin   431.38 kJ/mol
SMILES string   N#CC=O.O=NO
Multiplicity   1
LUMO energy   -0.78 eV
Energy   -412.4867 a.u.
M   102.0 g/mol

CARTESIAN COORDINATES (ANGSTROEM)
1 N 3.02980 -0.16392 -0.35654
2 C 2.05507 0.42423 -0.49511
3 C 1.04395 1.45327 -0.52851
4 O 1.22897 2.42840 0.20470
5 H 0.12020 1.35638 -1.13248
6 O -0.36696 -0.98971 0.92475
7 N -1.28356 -1.57498 0.42238
8 O -2.54757 -1.16218 0.72197
9 H -3.27990 -1.77149 0.23885

6.
C47H80N8PRbSTe | ωB97M-V with the def2-TZVPD basis set

Charge   -2
HOMO-LUMO gap   5.1 eV
Multiplicity   1
LUMO energy   3.58 eV
Energy   -3308.6909 a.u.
M   1033.3 g/mol

CARTESIAN COORDINATES (ANGSTROEM)
1 Rb 0.07674 -0.84324 0.29187
2 C 2.60448 1.63814 1.50013
3 C 3.55662 0.56601 2.01935
4 N 3.28342 -0.73284 1.41638
5 C 3.72432 -1.86006 2.19910
6 C 2.96292 -2.00779 3.50174
7 C 3.49070 -2.76956 4.54013
8 C 2.75916 -2.89675 5.70918
9 C 1.54127 -2.24802 5.81527
10 C 1.09254 -1.49971 4.73028
11 C -0.23257 -0.75321 4.81787
12 N -0.72385 -0.24766 3.55863
13 C -0.64281 1.19149 3.36546
14 C 0.77989 1.68218 3.12748
15 N 1.22367 1.32747 1.80167
16 N 1.78513 -1.39776 3.60493
17 H 2.92037 2.61566 1.90896
18 H 2.72341 1.70192 0.41661
19 H 4.59270 0.89525 1.84445
20 H 3.43062 0.47039 3.10053
21 H 3.66977 -0.77756 0.47833
22 H 3.55294 -2.76924 1.61472
23 H 4.80157 -1.84007 2.44371
24 H 4.45341 -3.25235 4.42367
25 H 3.13583 -3.49677 6.52967
26 H 0.94015 -2.32325 6.71417
27 H -0.96006 -1.43653 5.26526
28 H -0.10250 0.06859 5.53923
29 H -1.64591 -0.59394 3.34467
30 H -1.23444 1.43351 2.47807
31 H -1.06072 1.73980 4.22999
32 H 0.80387 2.77448 3.30269
33 H 1.45637 1.23593 3.86532
34 H 0.57469 1.70991 1.11345
35 C -0.63305 -3.82416 -1.15955
36 C -1.43300 -4.05192 -0.01155
37 C -0.53089 -4.35459 1.05947
38 C 0.78122 -4.26114 0.52631
39 C 0.72457 -3.95022 -0.84014
40 C 1.87732 -3.87773 -1.82407
41 C 3.21098 -3.66750 -1.10763
42 C 1.68982 -2.72591 -2.81927
43 C 1.95441 -5.19434 -2.61593
44 C -0.75864 -4.78440 2.51135
45 C -1.31331 -3.64141 3.37110
46 C -1.66025 -6.02301 2.62543
47 C 0.57211 -5.18721 3.16949
48 C -2.95881 -4.06528 -0.15348
49 C -3.45680 -5.49369 -0.44834
50 C -3.39377 -3.19075 -1.34349
51 C -3.72688 -3.50509 1.05158
52 H -1.01133 -3.60559 -2.14845
53 H 1.69357 -4.41792 1.08393
54 H 3.20380 -2.72467 -0.55881
55 H 4.03368 -3.61923 -1.82653
56 H 3.41361 -4.48026 -0.40460
57 H 1.71109 -1.75916 -2.30962
58 H 0.73929 -2.81322 -3.34941
59 H 2.49715 -2.71392 -3.55815
60 H 2.10409 -6.03464 -1.93344
61 H 2.77922 -5.17550 -3.33838
62 H 1.02027 -5.36572 -3.15570
63 H -2.33077 -3.35897 3.09691
64 H -0.67415 -2.77209 3.22917
65 H -1.30841 -3.91369 4.43507
66 H -2.66184 -5.84850 2.24596
67 H -1.75060 -6.33512 3.67332
68 H -1.22978 -6.84970 2.05486
69 H 1.25959 -4.34127 3.22762
70 H 1.06104 -5.99065 2.61506
71 H 0.38246 -5.53360 4.19109
72 H -2.97150 -5.86926 -1.35152
73 H -4.54364 -5.50970 -0.60171
74 H -3.21374 -6.17886 0.36453
75 H -3.03010 -3.58471 -2.29199
76 H -3.02655 -2.16795 -1.23664
77 H -4.48723 -3.16017 -1.39660
78 H -3.63182 -4.12268 1.94048
79 H -4.79390 -3.44515 0.81148
80 H -3.38064 -2.49731 1.29328
81 Te 4.89907 0.81185 -1.61497
82 C 5.15781 1.15903 -3.67081
83 C 5.66590 2.26402 -4.30537
84 C 5.64141 2.17869 -5.72615
85 C 5.11098 1.00650 -6.17487
86 S 4.64534 0.01372 -4.85121
87 H 6.03827 3.11740 -3.75509
88 H 5.99906 2.96102 -6.38419
89 H 4.97114 0.68703 -7.19594
90 N -1.49147 1.45849 -0.00802
91 P -1.46412 2.78058 -0.74641
92 N -1.20616 4.20335 0.19230
93 C -0.56364 5.43865 -0.19345
94 C -1.43687 6.66184 0.09413
95 C -1.89731 6.66768 1.55007
96 C -2.55867 5.33705 1.90176
97 C -1.61627 4.17973 1.57858
98 N -0.30332 3.11655 -1.97007
99 C 1.07832 3.03274 -1.48452
100 C 2.04821 3.62276 -2.49888
101 C 1.92577 2.88352 -3.82737
102 C 0.47027 2.85614 -4.28542
103 C -0.43698 2.31316 -3.18768
104 N -2.88145 3.11850 -1.65561
105 C -4.08606 2.39480 -1.31377
106 C -4.93876 2.16647 -2.55715
107 C -5.24995 3.49643 -3.24102
108 C -3.96261 4.26845 -3.52140
109 C -3.13317 4.40988 -2.24581
110 H -0.30209 5.38969 -1.24941
111 H 0.38098 5.55837 0.36899
112 H -2.31047 6.63790 -0.56344
113 H -0.87557 7.57361 -0.13620
114 H -2.57225 7.50776 1.74145
115 H -1.02372 6.80742 2.19944
116 H -3.47729 5.21417 1.31698
117 H -2.83374 5.31058 2.96127
118 H -2.08759 3.21742 1.77114
119 H -0.73456 4.25380 2.24118
120 H 1.35696 1.98100 -1.31021
121 H 1.15775 3.54761 -0.52412
122 H 3.06685 3.53205 -2.11497
123 H 1.81855 4.68732 -2.63474
124 H 2.28631 1.85901 -3.68261
125 H 2.57098 3.33333 -4.58667
126 H 0.36064 2.23982 -5.18344
127 H 0.14027 3.87102 -4.53981
128 H -0.16861 1.26354 -2.98228
129 H -1.47935 2.32228 -3.50162
130 H -4.68837 2.95985 -0.57427
131 H -3.77903 1.46027 -0.84446
132 H -5.86365 1.64692 -2.28814
133 H -4.38395 1.51860 -3.24319
134 H -5.88385 4.09660 -2.57536
135 H -5.81709 3.34107 -4.16398
136 H -4.18753 5.25823 -3.93257
137 H -3.36734 3.73058 -4.26614
138 H -3.68035 5.06695 -1.54205
139 H -2.17921 4.89037 -2.46792